[1]
C3H8CsO as an isolated structure at a distorted geometry. Source: OMol25; level of theory: ωB97M-V/def2-TZVPD.

The geometry in ORCA input format:
```
! wB97M-V def2-TZVPD RIJCOSX def2/J DEFGRID3
* xyz 2 2
Cs 2.226 1.050 -2.808
C 1.000 0.118 0.933
C -0.073 -0.552 0.092
C -1.344 0.242 0.163
O 0.280 -0.534 -1.234
H 1.849 -0.562 1.005
H 0.691 0.099 1.978
H 1.331 1.084 0.552
H -0.343 -1.562 0.401
H -1.772 0.251 1.165
H -2.157 0.055 -0.538
H -1.197 1.287 -0.111
H -0.491 -0.976 -1.598
*
```

LUMO energy (spin up / spin down): -7.27 / -14.04 eV
energy relative to the best compared isomer or geometry (same formula, charge and spin): 4.4 kcal/mol
F_max: 0.0887 hartree/bohr
DFT total energy: -213.755608 hartree



[2]
A 2-piece molecular cluster, C12H13ClO2 overall at a distorted geometry. Source: OMol25; level of theory: ωB97M-V/def2-TZVPD.

The geometry in ORCA input format:
```
! wB97M-V def2-TZVPD RIJCOSX def2/J DEFGRID3
* xyz 0 1
C 2.505 -0.239 1.842
C 1.634 -0.820 0.738
O 2.120 -1.114 -0.359
C 0.247 -1.173 0.994
C -0.527 -0.622 2.037
C -1.902 -0.789 2.155
C -2.520 -1.641 1.264
C -1.723 -2.355 0.328
C -0.410 -2.088 0.223
H 3.442 0.289 1.388
H 2.780 -0.718 2.750
H 2.002 0.690 2.256
H -0.167 0.034 2.787
H -2.301 -0.301 2.939
H -3.562 -1.864 1.234
H -2.208 -3.143 -0.310
H 0.109 -2.799 -0.402
C 0.705 2.520 -2.928
C 0.707 1.556 -1.758
C -0.658 1.357 -1.162
Cl -1.146 2.379 0.218
C -1.503 0.541 -1.621
O -2.152 -0.288 -2.129
H 0.584 3.449 -2.491
H -0.039 2.224 -3.768
H 1.709 2.468 -3.198
H 1.280 1.965 -0.959
H 0.994 0.482 -2.067
*
```

LUMO energy: 0.08 eV
SMILES string: CC(=O)c1ccccc1.CCC(Cl)=C=O
energy relative to the best compared isomer or geometry (same formula, charge and spin): 0.0 kcal/mol
F_max: 0.0891 hartree/bohr
DFT total energy: -1075.638988 hartree



[3]
One molecule with the formula C21H27N3O4S2 at a distorted geometry. Source: OMol25; level of theory: ωB97M-V/def2-TZVPD.

The geometry in ORCA input format:
```
! wB97M-V def2-TZVPD RIJCOSX def2/J DEFGRID3
* xyz 0 1
C 3.653 5.251 4.720
O 3.002 5.389 3.482
C 2.861 4.278 2.698
C 2.232 4.469 1.468
C 2.040 3.418 0.602
C 2.453 2.120 0.928
N 2.291 1.094 -0.007
C 2.902 -0.198 0.212
C 2.000 -1.134 1.030
N 0.719 -1.263 0.359
C 0.362 -2.463 -0.154
O 1.055 -3.451 0.010
C -0.936 -2.538 -0.957
C -0.650 -2.100 -2.407
C -1.600 -2.801 -3.396
N -2.863 -3.150 -2.802
S -4.105 -2.076 -2.898
O -5.289 -2.744 -2.454
O -4.061 -1.477 -4.196
C -3.799 -0.767 -1.725
C -4.188 -0.698 -0.423
C -3.814 0.520 0.186
C -3.158 1.346 -0.673
S -2.993 0.658 -2.244
C -2.808 -4.048 -1.666
C -1.457 -3.976 -0.953
C 0.086 0.019 0.162
C 1.012 0.937 -0.662
C 3.085 1.943 2.156
C 3.293 3.001 3.026
H 3.663 6.247 5.160
H 4.683 4.901 4.597
H 3.115 4.568 5.385
H 1.911 5.465 1.206
H 1.583 3.614 -0.356
H 3.873 -0.075 0.690
H 3.066 -0.652 -0.773
H 2.440 -2.129 1.108
H 1.833 -0.724 2.031
H -1.702 -1.901 -0.506
H 0.377 -2.365 -2.666
H -0.748 -1.017 -2.496
H -1.825 -2.158 -4.247
H -1.144 -3.723 -3.770
H -4.731 -1.486 0.064
H -4.027 0.766 1.210
H -2.768 2.325 -0.477
H -3.625 -3.766 -0.998
H -2.999 -5.070 -2.012
H -0.723 -4.614 -1.446
H -1.561 -4.332 0.072
H -0.875 -0.078 -0.334
H -0.075 0.480 1.146
H 0.528 1.902 -0.796
H 1.181 0.487 -1.646
H 3.433 0.970 2.465
H 3.791 2.805 3.963
*
```

LUMO energy: 0.30 eV
SMILES string: COc1ccc(N2CCN(C(=O)C3CCN(S(=O)(=O)c4cccs4)CC3)CC2)cc1
energy relative to the best compared isomer or geometry (same formula, charge and spin): 65.0 kcal/mol
F_max: 0.0229 hartree/bohr
DFT total energy: -2078.004591 hartree